(1)
Formula: C33H92BO23S
Source: the OMol25 dataset
Level of theory: ωB97M-V/def2-TZVPD

Last column: Mulliken charge in e.
Atoms and positions in Å:
C  -1.5540  -7.5211  6.6995  -1.41
C  -2.3814  -6.3637  6.2396  0.25
O  -1.5851  -5.5056  5.4620  -0.33
C  -1.9945  -4.1563  5.4891  -0.52
C  -1.5497  -3.4399  4.2500  -0.32
O  -2.5770  -3.5415  3.2764  -0.29
C  -2.4614  -2.7245  2.1314  1.11
C  -2.3339  -1.2238  2.4546  -1.47
S  -0.9501  -0.3698  1.7856  1.32
O  -1.0417  0.9527  2.3637  -0.78
O  0.3173  -1.0275  1.9137  -0.56
C  -3.7780  -2.9285  1.3495  -1.33
O  -3.4753  -2.5506  0.0466  -0.95
B  -2.1177  -3.2524  -0.1370  1.54
C  -1.2927  -2.4942  -1.3103  -0.46
C  0.1312  -2.9280  -1.4915  1.05
C  0.2705  -4.3910  -1.8334  -1.58
O  0.7271  -2.0905  -2.5210  -0.02
C  2.0531  -2.4478  -2.8291  -1.10
C  2.8217  -1.2788  -3.3616  -0.09
C  3.2662  -0.2981  -2.4900  0.01
C  4.0109  0.7584  -2.9581  -0.99
C  4.3215  0.8299  -4.2909  -0.74
C  3.8841  -0.1396  -5.1518  -0.54
C  3.1255  -1.1849  -4.6781  -0.12
O  -1.5037  -3.0848  1.2311  -0.83
H  -0.9796  -7.9513  5.8837  0.39
H  -2.1811  -8.2923  7.1368  0.34
H  -0.8629  -7.1814  7.4673  0.32
H  -2.7767  -5.8556  7.1228  0.28
H  -3.2437  -6.7205  5.6646  -0.03
H  -3.0877  -4.1056  5.4959  0.25
H  -1.6444  -3.6576  6.3972  0.30
H  -0.6289  -3.8863  3.8732  0.19
H  -1.3358  -2.3993  4.5011  0.33
H  -3.1973  -0.7434  2.0062  0.32
H  -2.2939  -0.8968  3.4912  0.80
H  -1.2828  -0.2182  0.4954  -0.18
H  -3.9472  -4.0149  1.3978  0.32
H  -4.6366  -2.4281  1.7770  0.67
H  -2.3667  -4.4344  -0.4270  -0.45
H  -1.2567  -1.4301  -1.0769  -0.67
H  -1.8448  -2.6007  -2.2465  0.23
H  0.6732  -2.6914  -0.5706  0.19
H  -0.4337  -4.9772  -1.2541  0.43
H  1.2714  -4.7700  -1.6388  0.33
H  0.0658  -4.5459  -2.8922  0.33
H  2.0794  -3.2667  -3.5532  0.39
H  2.5556  -2.7715  -1.9128  0.44
H  3.0252  -0.3847  -1.4389  0.57
H  4.3469  1.5182  -2.2678  0.72
H  4.9170  1.6653  -4.6328  0.60
H  4.1405  -0.0732  -6.1999  0.34
H  2.7820  -1.9511  -5.3610  0.35
C  2.7239  3.5615  -6.4677  -0.23
O  4.1321  3.7537  -6.2587  -0.49
H  2.3163  3.0943  -5.5757  0.05
H  2.2300  4.5191  -6.6311  0.12
H  2.5518  2.9024  -7.3230  0.28
H  4.4826  4.1655  -7.0541  0.27
C  2.5508  1.1601  3.8009  -0.48
O  2.5876  -0.2317  3.5545  -0.54
H  3.2126  1.3598  4.6440  0.27
H  2.9043  1.7390  2.9401  0.16
H  1.5418  1.5003  4.0554  0.22
H  1.9926  -0.3962  2.8088  0.43
C  -4.3704  -6.5749  10.0369  -0.62
O  -4.0463  -7.4170  8.9412  -0.39
H  -3.6623  -5.7494  10.0253  0.23
H  -5.3829  -6.1699  9.9512  0.28
H  -4.2825  -7.0976  10.9940  0.27
H  -4.6716  -8.1489  8.9372  0.26
C  -1.0695  0.2392  -4.5315  -0.52
O  0.2182  0.8339  -4.6578  -0.42
H  -1.7762  0.8790  -5.0574  0.27
H  -1.0913  -0.7613  -4.9712  0.23
H  -1.3616  0.1644  -3.4815  0.16
H  0.8421  0.2607  -4.1944  0.24
C  -5.1590  0.5596  -0.5334  -0.66
O  -3.8711  0.2230  -0.0480  -0.35
H  -5.2529  1.6408  -0.4937  0.12
H  -5.2942  0.2388  -1.5706  0.27
H  -5.9475  0.1142  0.0831  0.23
H  -3.7668  -0.7496  -0.0796  0.34
C  -7.0445  -2.1865  4.1143  -0.68
O  -5.7772  -1.6898  3.7208  -0.38
H  -7.7874  -1.4658  3.7798  0.24
H  -7.2620  -3.1537  3.6505  0.26
H  -7.1241  -2.2919  5.2012  0.29
H  -5.1061  -2.3243  4.0004  0.22
C  1.8027  3.4840  -1.6329  -0.16
O  3.0295  3.2701  -0.9277  -0.48
H  1.7480  2.7262  -2.4121  0.04
H  0.9441  3.3859  -0.9712  0.12
H  1.7838  4.4736  -2.0957  0.24
H  3.0879  3.9335  -0.2339  0.24
C  7.5123  1.1468  -2.1837  -0.01
O  6.9261  -0.0946  -1.8246  -0.51
H  7.8814  1.0520  -3.2037  0.27
H  6.7682  1.9510  -2.1501  -0.06
H  8.3395  1.3902  -1.5142  0.07
H  6.5898  -0.0133  -0.9264  0.29
C  10.3344  1.7951  1.1168  -0.60
O  9.6309  0.9633  0.2016  -0.47
H  9.6186  2.5165  1.5023  0.23
H  10.7409  1.2217  1.9538  0.27
H  11.1494  2.3363  0.6287  0.27
H  10.2475  0.3139  -0.1507  0.26
C  -5.8376  4.5825  -1.7204  -0.35
O  -6.6995  3.5227  -1.3352  -0.51
H  -5.5137  4.3917  -2.7405  0.32
H  -6.3628  5.5421  -1.6843  0.21
H  -4.9589  4.6250  -1.0703  0.03
H  -6.9820  3.6937  -0.4304  0.28
C  -5.8496  7.2093  1.0933  -0.47
O  -6.7088  6.1296  1.4452  -0.47
H  -5.5211  7.0347  0.0727  0.15
H  -6.3763  8.1662  1.1389  0.28
H  -4.9741  7.2454  1.7461  0.26
H  -7.0094  6.2601  2.3490  0.27
C  -1.2804  5.1628  0.8452  -0.25
O  -0.3202  5.4540  -0.1705  -0.43
H  -1.1992  4.1062  1.0728  0.08
H  -1.0862  5.7359  1.7572  0.28
H  -2.2994  5.3675  0.5043  0.12
H  -0.3845  6.3891  -0.3840  0.24
C  6.1404  1.6178  -7.9542  -0.06
O  5.6996  1.4268  -9.2984  -0.53
H  5.2880  1.9647  -7.3778  -0.26
H  6.5039  0.6849  -7.5157  0.26
H  6.9305  2.3729  -7.9016  0.33
H  6.4469  1.1170  -9.8177  0.29
C  6.9055  4.8853  -2.1655  -0.45
O  8.2336  4.7666  -1.6558  -0.55
H  6.6378  5.9376  -2.1129  0.30
H  6.8515  4.5567  -3.2060  0.24
H  6.1999  4.3093  -1.5631  0.16
H  8.4771  3.8358  -1.6934  0.30
C  0.9795  7.6215  -6.0975  -0.56
O  0.8778  6.3287  -5.5231  -0.42
H  2.0138  7.7472  -6.4094  0.20
H  0.3346  7.7316  -6.9745  0.29
H  0.7354  8.4089  -5.3785  0.26
H  -0.0313  6.1914  -5.2397  0.26
C  -6.6030  -6.8279  5.7753  -0.36
O  -6.4956  -8.1156  6.3747  -0.51
H  -6.8418  -6.1289  6.5733  0.21
H  -5.6659  -6.5175  5.3082  0.06
H  -7.4006  -6.7954  5.0288  0.34
H  -6.2782  -8.7487  5.6839  0.29

Cartesian forces (eV/Å) of the 3 atoms listed first:
C 0.3 -0.3 0.2
C -0.3 0.0 0.1
O 0.2 0.1 -0.1

Results
net charge	-1
M	899.96	g mol⁻¹
frontier orbital gap	0.26752	Ha
E_tot	-3465.891338	Eh
E_LUMO	1.837	eV



(2)
Formula: C4H56BO36
Source: the OMol25 dataset
Level of theory: ωB97M-V/def2-TZVPD

Last column: Mulliken charge in e.
Atoms and positions in Å:
O  1.5721  2.8589  -0.5559  -0.33
C  0.8771  1.8829  -0.4729  0.76
O  1.2821  0.8349  0.0041  0.83
B  0.1771  -0.1561  -0.0099  0.31
O  -0.9439  0.5539  -0.6429  1.47
C  -0.4969  1.7609  -0.8109  -1.27
O  -1.2489  2.6319  -1.2449  0.51
O  -0.1929  -0.7661  1.2781  1.80
C  0.0031  -2.0101  1.1091  -0.09
O  -0.0559  -2.7731  2.0701  0.02
C  0.2721  -2.3741  -0.2329  0.50
O  0.4371  -1.3371  -0.8279  -1.00
O  0.8671  -3.3781  -0.5109  -0.05
O  -3.8339  1.2749  -2.2429  -0.55
H  -4.2039  0.7569  -2.9499  0.33
H  -3.5489  2.1119  -2.6339  0.30
O  2.4651  -4.0281  -2.6529  -0.71
H  2.9471  -3.3551  -3.1829  0.28
H  1.8531  -3.6521  -2.0509  0.38
O  4.0791  4.3089  -2.0269  -0.71
H  3.3961  3.8349  -2.5149  0.49
H  4.3071  3.7019  -1.3089  0.34
O  -1.2219  1.5469  2.3081  -0.59
H  -0.8709  0.6999  2.1041  -0.06
H  -2.0559  1.5669  1.8291  0.49
O  2.8411  -3.8131  2.0741  -0.61
H  3.0321  -3.7431  1.1161  0.31
H  3.5751  -4.3491  2.3841  0.21
O  -1.1779  -2.1021  4.8381  -0.73
H  -1.1279  -1.9741  3.9071  0.15
H  -1.4119  -1.2181  4.9921  0.37
O  2.5051  -0.7871  2.4341  -0.80
H  2.6991  0.1529  2.2831  0.18
H  2.9241  -1.1951  1.6491  0.29
O  2.1281  3.0229  -3.3129  -0.68
H  2.3161  3.1239  -4.2149  0.23
H  1.2941  3.4919  -3.1909  0.45
O  0.5511  3.7759  1.9281  -0.65
H  1.0551  4.3819  1.3551  0.42
H  -0.3619  3.9419  1.6021  0.22
O  2.8501  1.9479  2.3071  -0.82
H  2.8031  2.1589  3.2531  0.27
H  2.0451  2.0909  1.9111  0.20
O  -1.5979  0.5489  -4.0639  -0.70
H  -2.1859  -0.1461  -3.8139  0.48
H  -1.4599  0.9909  -3.2719  0.03
O  -1.0189  -5.5971  -0.9989  -0.65
H  -1.8659  -5.6541  -1.4249  0.24
H  -0.7169  -4.7031  -0.9199  0.18
O  -3.0589  3.7829  -3.3129  -0.85
H  -3.5539  4.0109  -2.5549  0.21
H  -3.0039  4.5519  -3.8699  0.33
O  -3.0409  -1.3931  -2.7289  -0.76
H  -3.6789  -2.0821  -2.6299  0.24
H  -3.1389  -0.7781  -2.0059  0.03
O  -3.4019  1.8409  0.6521  -0.75
H  -3.3219  2.1329  -0.2719  0.14
H  -4.2679  2.1639  0.7421  0.27
O  -2.9649  -0.9231  2.4951  -0.56
H  -3.1399  -1.8551  2.7161  0.61
H  -3.0789  -0.9521  1.5111  0.23
O  3.0871  -0.9601  -2.1399  -0.57
H  3.4551  -0.7101  -2.9759  0.28
H  2.2651  -0.4571  -2.0099  0.14
O  0.5721  0.0899  4.1931  -0.71
H  0.5041  -0.4431  4.9501  0.29
H  1.0441  -0.3671  3.4521  0.10
O  2.1801  5.3449  0.0351  -0.68
H  2.5231  4.4659  -0.2079  0.35
H  2.9451  5.6289  0.5851  0.29
O  0.1771  -4.8341  3.5621  -0.76
H  0.5111  -3.9511  3.3321  0.27
H  -0.3239  -5.0491  2.8321  0.34
O  1.5331  -5.8981  0.7471  -0.67
H  2.0051  -5.2091  1.2081  0.43
H  1.6611  -5.7921  -0.1989  0.29
O  1.9601  -2.5671  4.4651  -0.69
H  2.1811  -2.4601  3.5491  0.05
H  2.4641  -1.9061  4.9371  0.33
O  -0.4179  3.8549  -3.6209  -0.66
H  -0.3859  4.0739  -4.5459  0.25
H  -1.3349  3.7299  -3.3989  0.20
O  -1.6229  5.3349  -0.9549  -0.69
H  -1.7549  5.2239  -0.0079  0.33
H  -1.6339  4.4809  -1.3679  0.21
O  -0.5019  -2.1401  -3.2189  -0.74
H  -0.2169  -1.4351  -2.6679  0.20
H  -1.4489  -2.0251  -3.1059  0.46
O  4.0851  1.5339  -0.8659  -0.76
H  3.1661  1.4679  -0.5839  0.15
H  4.6121  1.2849  -0.0999  0.26
O  -3.7389  -0.6891  -0.0049  -0.81
H  -3.7219  0.2729  0.1631  0.21
H  -4.6609  -0.9021  0.1171  0.34
O  -2.6039  -3.5211  2.4831  -0.81
H  -2.8239  -3.3701  1.4901  0.37
H  -1.6479  -3.4471  2.4761  0.23

Cartesian forces (eV/Å) of the 3 atoms listed first:
O -0.5 0.4 -0.7
C 1.8 6.0 -0.8
O 1.4 -7.0 2.6

Results
net charge	-1
M	691.27	g mol⁻¹
frontier orbital gap	0.31300	Ha
E_tot	-2919.731842	Eh
ΔE to the lowest compared entry with this formula, charge and spin	62.7	kcal/mol
E_LUMO	1.152	eV